[1]
This record from OMol25 describes a molecular structure, C39H49N3OPSbScSe6 at a distorted geometry. The level of theory is wB97M-V/def2-TZVPD.

The multiplicity is 1. The charge is -1. Its HOMO energy is -0.1309 Eh. The calculation puts the lowest unoccupied orbital energy at 1.9 eV.

Each line ends with the Löwdin charge.
Cartesian coordinates (Å):
Sc1 1.787 -1.168 0.211  0.400
Se1 0.100 -4.103 -4.907  -0.227
Sb1 0.397 -1.703 -4.675  0.221
Se2 3.424 -1.576 -3.368  0.090
Se3 1.588 -1.031 -2.296  0.266
Se4 -1.968 -0.982 -4.257  -0.193
Se5 0.598 -2.616 2.214  0.747
Se6 3.968 -2.700 0.631  0.631
C1 2.925 -3.935 -0.359  -0.755
C2 3.362 -5.233 -0.590  -0.109
C3 2.572 -6.069 -1.356  -0.059
C4 1.388 -5.579 -1.893  -0.079
C5 1.029 -4.281 -1.595  -0.198
N1 1.758 -3.466 -0.823  -0.122
C6 1.602 -1.382 3.185  -0.758
C7 1.829 -1.555 4.557  -0.114
C8 2.570 -0.621 5.236  -0.072
C9 3.006 0.515 4.549  -0.074
C10 2.709 0.625 3.208  -0.170
N2 2.064 -0.314 2.507  -0.048
H1 4.314 -5.534 -0.177  0.094
H2 2.881 -7.087 -1.540  0.103
H3 0.764 -6.145 -2.568  0.084
H4 0.111 -3.867 -1.999  0.039
H5 1.424 -2.437 5.032  0.098
H6 2.809 -0.761 6.281  0.105
H7 3.567 1.292 5.048  0.098
H8 3.000 1.516 2.656  0.117
C11 5.861 1.013 0.267  -0.047
C12 6.059 1.594 -0.976  -0.041
C13 4.967 1.738 -1.803  -0.020
C14 3.705 1.310 -1.374  -0.264
N3 3.528 0.664 -0.208  0.075
C15 4.606 0.531 0.580  -0.199
C16 2.562 1.732 -2.213  -0.206
C17 2.572 3.082 -2.572  -0.042
C18 1.626 3.605 -3.432  -0.094
C19 0.625 2.785 -3.920  -0.083
C20 0.559 1.460 -3.529  -0.176
C21 1.533 0.912 -2.698  -0.396
H9 6.669 0.909 0.973  0.105
H10 7.040 1.935 -1.272  0.108
H11 5.059 2.166 -2.788  0.123
H12 4.464 0.022 1.527  0.065
H13 3.341 3.728 -2.165  0.114
H14 1.676 4.647 -3.715  0.104
H15 -0.117 3.169 -4.604  0.113
H16 -0.295 0.891 -3.881  -0.057
O1 0.115 0.074 0.058  -0.466
P1 -1.363 0.402 0.124  0.933
C22 -2.355 -0.969 -0.631  -0.344
C23 -1.696 -2.325 -0.392  -0.235
C24 -2.372 -3.406 -1.237  -0.191
C25 -3.905 -3.320 -1.182  -0.184
C26 -4.361 -2.406 -0.052  -0.206
C27 -3.861 -0.987 -0.313  -0.197
C28 -1.806 0.895 1.877  -0.309
C29 -2.204 -0.281 2.764  -0.203
C30 -2.754 0.235 4.096  -0.180
C31 -1.981 1.465 4.592  -0.196
C32 -0.569 1.469 4.024  -0.191
C33 -0.632 1.659 2.508  -0.189
C34 -1.712 1.862 -0.956  -0.331
C35 -1.045 3.131 -0.437  -0.183
C36 -1.206 4.300 -1.417  -0.179
C37 -2.504 4.188 -2.220  -0.194
C38 -3.580 3.528 -1.368  -0.192
C39 -3.219 2.055 -1.157  -0.187
H17 -2.247 -0.759 -1.711  0.003
H18 -1.721 -2.599 0.669  0.063
H19 -0.629 -2.260 -0.675  0.048
H20 -2.033 -4.379 -0.875  0.112
H21 -2.070 -3.304 -2.282  0.059
H22 -4.328 -4.317 -1.044  0.105
H23 -4.275 -2.925 -2.130  0.109
H24 -3.985 -2.785 0.901  0.108
H25 -5.452 -2.389 0.001  0.109
H26 -4.103 -0.354 0.543  0.088
H27 -4.404 -0.602 -1.177  0.111
H28 -2.675 1.557 1.782  0.122
H29 -1.339 -0.923 2.937  0.045
H30 -2.958 -0.894 2.276  0.096
H31 -2.702 -0.569 4.830  0.110
H32 -3.807 0.500 3.977  0.106
H33 -1.949 1.474 5.681  0.104
H34 -2.490 2.377 4.270  0.110
H35 -0.073 0.531 4.274  0.096
H36 0.024 2.273 4.466  0.114
H37 0.301 1.302 2.070  0.078
H38 -0.711 2.726 2.292  0.103
H39 -1.254 1.595 -1.916  0.098
H40 0.017 2.940 -0.259  0.116
H41 -1.501 3.403 0.517  0.095
H42 -0.358 4.335 -2.099  0.073
H43 -1.208 5.232 -0.846  0.109
H44 -2.348 3.573 -3.108  0.111
H45 -2.820 5.180 -2.548  0.106
H46 -4.552 3.588 -1.860  0.110
H47 -3.661 4.051 -0.410  0.112
H48 -3.522 1.482 -2.035  0.113
H49 -3.772 1.678 -0.296  0.090

[2]
This record from OMol25 describes 2 unconnected molecules or ions with the total composition C2H4ClN2 at a distorted geometry. The level of theory is wB97M-V/def2-TZVPD.

The energy relative to the best compared isomer or geometry (same formula, charge and spin) comes out at 67.5 kcal per mole. The multiplicity is 1. The charge is +1. Its HOMO energy is -0.5767 Eh. The calculation puts the lowest unoccupied orbital energy at -6.0 eV.

Each line ends with the Löwdin charge.
Cartesian coordinates (Å):
C1 -0.972 0.467 -0.032  -0.044
C2 0.654 -0.953 0.490  -0.411
N1 0.576 1.480 -1.513  0.313
N2 -0.268 1.074 -0.920  -0.149
Cl1 1.987 -0.012 0.157  0.784
H1 -1.925 -0.137 -0.385  0.179
H2 -0.923 0.950 0.978  0.140
H3 0.703 -1.910 -0.246  0.130
H4 0.167 -0.959 1.471  0.058

[3]
This record from OMol25 describes C26H28FN5O3 in the gas phase at a distorted geometry. The level of theory is wB97M-V/def2-TZVPD.

The energy relative to the best compared isomer or geometry (same formula, charge and spin) comes out at 0.7 kcal per mole. Its structure (SMILES) is CCC(C)(C)NC(=O)[C@H](c1ccccc1F)N(Cc1ccco1)C(=O)Cn1nnc2ccccc21. The multiplicity is 1. The charge is 0. Its HOMO energy is -0.3212 Eh. The calculation puts the lowest unoccupied orbital energy at 0.6 eV.

Each line ends with the Löwdin charge.
Cartesian coordinates (Å):
C1 -5.841 -1.404 0.514  -0.084
C2 -4.414 -0.874 0.467  -0.194
C3 -3.932 -0.155 1.741  -0.531
C4 -4.747 1.108 2.024  -0.024
C5 -3.955 -1.082 2.956  -0.027
N1 -2.528 0.220 1.538  0.142
C6 -2.072 1.062 0.601  -0.407
O1 -2.763 1.694 -0.173  0.054
C7 -0.526 1.092 0.608  -0.109
C8 0.166 2.309 0.042  -0.106
C9 -0.475 3.392 -0.545  -0.013
C10 0.252 4.467 -1.030  -0.075
C11 1.633 4.482 -0.944  -0.077
C12 2.298 3.416 -0.362  -0.002
C13 1.557 2.357 0.122  -0.211
F1 2.216 1.324 0.699  0.082
N2 -0.039 -0.111 -0.075  0.022
C14 -0.091 -0.118 -1.533  -0.033
C15 -1.358 -0.731 -2.036  -0.242
C16 -2.445 -0.176 -2.641  -0.019
C17 -3.344 -1.240 -2.899  -0.059
C18 -2.739 -2.362 -2.428  -0.121
O2 -1.536 -2.069 -1.904  0.028
C19 0.224 -1.194 0.680  -0.415
O3 -0.049 -1.246 1.870  0.052
C20 0.982 -2.341 0.007  -0.012
N3 2.291 -1.891 -0.364  -0.065
N4 2.633 -1.668 -1.642  0.038
N5 3.811 -1.204 -1.717  0.078
C21 4.318 -1.085 -0.458  -0.231
C22 5.548 -0.627 0.015  -0.015
C23 5.730 -0.624 1.377  -0.089
C24 4.732 -1.059 2.263  -0.078
C25 3.514 -1.519 1.822  -0.008
C26 3.322 -1.528 0.446  -0.171
H1 -5.962 -2.146 1.299  0.068
H2 -6.079 -1.877 -0.436  0.070
H3 -6.552 -0.600 0.678  0.071
H4 -3.731 -1.707 0.273  0.113
H5 -4.323 -0.172 -0.363  0.101
H6 -5.772 0.850 2.272  0.078
H7 -4.740 1.757 1.154  0.079
H8 -4.312 1.646 2.863  0.089
H9 -3.397 -1.994 2.752  0.090
H10 -4.976 -1.346 3.213  0.081
H11 -3.507 -0.584 3.813  0.089
H12 -1.844 -0.326 2.050  0.111
H13 -0.200 0.985 1.652  0.162
H14 -1.550 3.381 -0.624  0.104
H15 -0.269 5.297 -1.481  0.103
H16 2.196 5.319 -1.327  0.105
H17 3.372 3.393 -0.275  0.119
H18 0.779 -0.644 -1.941  0.109
H19 -0.057 0.918 -1.872  0.143
H20 -2.592 0.861 -2.859  0.117
H21 -4.304 -1.173 -3.365  0.105
H22 -3.044 -3.389 -2.405  0.122
H23 1.063 -3.151 0.738  0.143
H24 0.470 -2.701 -0.886  0.123
H25 6.309 -0.289 -0.669  0.111
H26 6.665 -0.274 1.788  0.101
H27 4.932 -1.026 3.324  0.104
H28 2.739 -1.839 2.501  0.111

[4]
This record from OMol25 describes a molecular structure, C16H40O19S5V at a distorted geometry. The level of theory is wB97M-V/def2-TZVPD.

The multiplicity is 2. The charge is 0. Its HOMO energy (alpha / beta) is -0.3757 / -0.3797 Eh. The calculation puts the lowest unoccupied orbital energy (alpha / beta) at -2.6 / -2.4 eV.

Each line ends with the Löwdin charge.
Cartesian coordinates (Å):
O1 0.543 -2.269 4.127  -0.257
V1 -0.313 -2.208 2.815  1.240
C1 0.416 -0.722 0.747  -0.835
O2 0.542 0.234 -0.008  0.046
O3 -0.647 -1.496 0.872  -0.198
O4 1.137 -0.972 1.811  -0.104
O5 -3.970 1.445 -1.648  -0.306
S1 -3.361 0.672 -2.724  0.627
O6 -3.975 -0.525 -3.232  -0.273
O7 -3.240 1.689 -3.982  -0.248
C2 -2.541 2.900 -3.772  -0.305
C3 -2.884 3.859 -4.915  -0.059
C4 -1.643 0.416 -2.312  -0.111
H1 -1.454 2.761 -3.847  0.113
H2 -2.730 3.361 -2.802  0.119
H3 -3.961 4.028 -4.898  0.082
H4 -2.683 3.380 -5.875  0.081
H5 -2.266 4.753 -4.894  0.081
H6 -1.084 0.305 -3.240  0.081
H7 -1.615 -0.538 -1.790  0.055
H8 -1.322 1.290 -1.758  0.063
O8 1.487 0.234 5.025  -0.293
S2 1.573 1.625 4.638  0.609
O9 0.476 2.512 4.929  -0.274
O10 2.829 2.266 5.389  -0.267
C5 4.010 1.439 5.542  -0.263
C6 5.208 2.329 5.319  -0.063
C7 2.124 1.747 2.935  -0.099
H9 4.043 0.648 4.788  0.109
H10 3.917 0.912 6.488  0.124
H11 6.157 1.816 5.182  0.081
H12 5.313 3.100 6.082  0.081
H13 5.004 2.859 4.384  0.078
H14 1.251 1.648 2.300  0.039
H15 2.758 0.885 2.740  0.054
H16 2.691 2.663 2.796  0.080
O11 -2.671 -6.149 -4.202  -0.289
S3 -1.490 -5.812 -3.435  0.622
O12 -0.198 -5.533 -3.995  -0.272
O13 -1.871 -4.517 -2.548  -0.259
C8 -2.982 -4.545 -1.648  -0.266
C9 -3.261 -3.092 -1.291  -0.064
C10 -1.356 -7.125 -2.195  -0.118
H17 -2.654 -5.042 -0.731  0.110
H18 -3.853 -5.054 -2.058  0.125
H19 -3.334 -2.480 -2.192  0.057
H20 -2.437 -2.611 -0.758  0.055
H21 -4.208 -2.954 -0.772  0.084
H22 -0.508 -7.029 -1.526  0.072
H23 -1.346 -8.085 -2.708  0.072
H24 -2.311 -7.106 -1.671  0.053
O14 3.866 2.874 -3.767  -0.289
S4 3.952 1.568 -3.153  0.607
O15 4.732 0.534 -3.766  -0.282
O16 4.457 1.807 -1.654  -0.267
C11 5.378 0.899 -1.022  -0.250
C12 4.611 -0.047 -0.103  -0.050
C13 2.249 1.025 -2.772  -0.113
H25 6.095 1.557 -0.536  0.122
H26 5.941 0.320 -1.755  0.107
H27 4.162 0.548 0.691  0.066
H28 5.267 -0.787 0.358  0.082
H29 3.871 -0.618 -0.660  0.075
H30 1.848 1.705 -2.026  0.062
H31 2.285 -0.021 -2.488  0.060
H32 1.611 1.157 -3.646  0.061
O17 -2.010 -0.770 3.312  -0.348
S5 -3.272 -0.134 2.962  0.679
O18 -4.389 -0.143 3.866  -0.232
O19 -2.953 1.405 2.621  -0.228
C14 -1.764 1.729 1.861  -0.241
C15 -1.349 3.145 2.154  -0.051
C16 -3.751 -0.652 1.282  -0.082
H33 -2.038 1.666 0.807  0.117
H34 -0.968 1.033 2.118  0.091
H35 -2.154 3.842 1.917  0.088
H36 -0.405 3.374 1.664  0.086
H37 -1.165 3.319 3.217  0.070
H38 -4.516 0.023 0.914  0.085
H39 -4.083 -1.682 1.396  0.070
H40 -2.817 -0.588 0.725  0.037

[5]
This record from OMol25 describes a molecular structure, C25H24I2N4O6SSeSn at a distorted geometry. The level of theory is wB97M-V/def2-TZVPD.

The energy relative to the best compared isomer or geometry (same formula, charge and spin) comes out at 114.8 kcal per mole. The multiplicity is 1. The charge is 0. Its HOMO energy (alpha / beta) is -0.2955 / -0.2952 Eh. The calculation puts the lowest unoccupied orbital energy (alpha / beta) at -3.6 / -3.6 eV.

Each line ends with the Löwdin charge.
Cartesian coordinates (Å):
Sn1 0.098 -0.154 -0.086  1.330
O1 -1.434 1.476 3.665  0.106
C1 -0.621 1.446 2.780  -0.656
O2 -0.015 0.499 2.249  -0.113
C2 -0.213 2.884 2.180  -0.104
C3 1.158 2.855 1.493  -0.276
C4 1.609 4.313 1.283  -0.091
C5 0.687 4.734 0.123  -0.087
C6 -0.107 3.433 -0.111  -0.264
O3 0.861 2.435 0.173  -0.164
C7 -1.121 3.264 1.025  -0.103
C8 -2.185 2.119 0.696  -0.647
O4 -3.207 2.142 1.333  0.094
O5 -1.847 1.335 -0.224  -0.180
H1 -0.275 3.564 3.028  0.153
H2 1.892 2.188 1.944  0.158
H3 1.474 4.909 2.183  0.117
H4 2.662 4.348 1.001  0.109
H5 0.043 5.573 0.374  0.118
H6 1.260 4.988 -0.770  0.111
H7 -0.512 3.300 -1.112  0.158
H8 -1.720 4.150 1.232  0.156
I1 1.191 -5.366 -0.458  0.930
C9 2.641 -3.867 -0.234  -0.609
C10 3.964 -4.148 0.056  -0.215
C11 4.886 -3.128 0.116  -0.641
I2 6.904 -3.626 0.511  0.896
C12 4.500 -1.789 -0.109  -0.203
C13 5.375 -0.689 -0.178  -0.023
C14 4.887 0.560 -0.464  -0.023
C15 3.509 0.731 -0.618  -0.102
N1 2.666 -0.267 -0.523  0.058
C16 3.122 -1.510 -0.323  -0.153
C17 2.153 -2.570 -0.420  -0.483
O6 0.934 -2.353 -0.704  -0.345
H9 4.273 -5.166 0.233  0.084
H10 6.434 -0.838 -0.030  0.064
H11 5.548 1.403 -0.574  0.111
H12 3.072 1.695 -0.843  0.116
C18 -2.104 -3.423 -3.186  -0.052
N2 -1.306 -2.226 -3.343  -0.010
C19 -1.491 -1.010 -2.837  -0.837
S1 -0.132 0.031 -2.882  0.691
N3 -2.637 -0.518 -2.385  -0.005
C20 -3.989 -1.000 -2.568  -0.025
H13 -1.433 -4.264 -3.013  0.088
H14 -2.689 -3.623 -4.088  0.093
H15 -2.766 -3.340 -2.327  0.053
H16 -0.363 -2.370 -3.672  0.118
H17 -2.551 0.351 -1.863  0.092
H18 -4.362 -1.496 -1.670  0.070
H19 -4.044 -1.684 -3.408  0.087
H20 -4.634 -0.145 -2.772  0.103
Se1 -1.696 -2.374 0.624  0.816
C21 -3.487 -3.082 0.404  -0.612
C22 -4.611 -2.332 0.746  -0.113
C23 -5.864 -2.892 0.544  -0.147
N4 -6.051 -4.098 0.039  0.059
C24 -4.984 -4.814 -0.270  -0.150
C25 -3.686 -4.363 -0.108  -0.131
H21 -4.508 -1.339 1.159  0.111
H22 -6.764 -2.343 0.789  0.110
H23 -5.180 -5.797 -0.677  0.106
H24 -2.846 -4.988 -0.368  0.094

Number 1: total energy -476369.9358 eV. Number 2: total energy -17630.1579 eV. Number 3: total energy -43727.1848 eV. Number 4: total energy -136003.9371 eV. Number 5: total energy -142772.7303 eV.